DFT (wB97M-V/def2-TZVPD) results for 2 unconnected molecules or ions with the total composition C7H6F2N2O3.

Values from the calculation:
energy = -805.03184 Ha
LUMO energy (alpha / beta) = -0.113 / -0.113 Eh
highest occupied orbital energy (alpha / beta) = -9.79 / -9.79 eV
orbital gap (alpha / beta) = 6.722 / 6.732 eV
M = 204.13 g mol⁻¹

Geometry as XYZ:
```
20
C7H6F2N2O3, DFT wB97M-V/def2-TZVPD
C 2.1989 -0.7200 0.0168
C 1.4001 -0.5340 1.1613
C 1.5292 -0.9987 -1.1918
C 0.0316 -0.5243 1.1101
C 0.1977 -0.9111 -1.4170
C -0.6635 -0.7779 -0.2666
C -0.1085 2.2654 -0.2491
N -1.9069 -1.0588 -0.3360
N -2.7368 -0.7717 0.6544
O -2.6957 -1.3495 1.7386
O -3.5945 -0.0521 0.3132
O -0.7607 1.2891 0.3110
F -0.4088 2.3553 -1.6629
F 1.2128 2.0732 -0.1930
H 3.2775 -0.6618 0.0889
H 1.8030 -0.1717 2.0627
H 2.2929 -1.3453 -1.9160
H -0.5544 -0.4825 2.1416
H -0.2002 -0.9907 -2.3856
H -0.3135 3.3670 0.0194
```


DFT (wB97M-V/def2-TZVPD) results for C31H42N4O4S in the gas phase.

Values from the calculation:
energy = -2124.68731 Ha
LUMO energy = -0.005 Eh
highest occupied orbital energy = -7.91 eV
orbital gap = 7.767 eV
SMILES = CCCCN(CCCC)CCNC(=O)c1cn(CC)c2ccc(S(=O)(=O)N3CCc4ccccc4C3)cc2c1=O
M = 566.77 g mol⁻¹

Geometry as XYZ:
```
82
C31H42N4O4S, DFT wB97M-V/def2-TZVPD
C 0.1544 0.4788 7.5145
C -0.2446 -0.4152 6.3461
H 0.4132 -1.2872 6.3359
C -0.1477 0.2835 4.9885
H 0.8097 0.8013 4.9092
C -1.2725 1.2994 4.7722
N -1.0029 2.1886 3.6588
C -0.9226 1.5842 2.3539
H -0.5095 2.3289 1.6666
C -2.2282 1.0308 1.7324
N -1.9270 0.2163 0.5846
C -2.0380 0.6681 -0.6732
O -2.5233 1.7482 -0.9784
C -1.5147 -0.2659 -1.7200
C -1.7003 0.1176 -3.0112
N -1.2618 -0.5507 -4.0952
C -0.4778 -1.6683 -3.9236
C 0.1065 -2.3485 -5.0050
C 0.9681 -3.3990 -4.7859
C 1.2419 -3.8180 -3.4909
C 0.6097 -3.2331 -2.4253
C -0.2434 -2.1445 -2.6180
C -0.8013 -1.4896 -1.4262
O -0.6307 -1.9581 -0.3012
H 0.7632 -3.5932 -1.4207
S 2.5663 -4.9943 -3.2007
O 2.2231 -5.8051 -2.0737
O 2.8984 -5.6238 -4.4450
N 3.8854 -4.0813 -2.7527
C 3.7639 -3.3525 -1.5139
C 3.1651 -1.9832 -1.7091
C 2.5434 -1.3315 -0.6499
C 1.9533 -0.0956 -0.8277
C 1.9758 0.5017 -2.0777
C 2.6128 -0.1302 -3.1280
C 3.2238 -1.3682 -2.9568
C 3.8965 -2.0228 -4.1361
C 4.5793 -3.3497 -3.7817
H 4.6315 -4.0044 -4.6519
H 5.5957 -3.1657 -3.4183
H 4.6378 -1.3364 -4.5537
H 3.1429 -2.1919 -4.9104
H 2.6473 0.3403 -4.1011
H 1.5003 1.4597 -2.2283
H 1.4654 0.3967 -0.0004
H 2.5089 -1.8119 0.3163
H 3.1525 -3.9596 -0.8448
H 4.7648 -3.2640 -1.0700
H 1.4446 -3.9163 -5.6045
H -0.0873 -2.0430 -6.0199
C -1.5224 0.0160 -5.4059
C -0.3569 0.8812 -5.8785
H -0.1887 1.6942 -5.1765
H 0.5560 0.2959 -5.9517
H -0.5810 1.3044 -6.8538
H -2.4237 0.6280 -5.3307
H -1.7251 -0.7878 -6.1163
H -2.2482 1.0345 -3.1876
H -1.4475 -0.6718 0.7184
H -2.8653 1.8475 1.3876
H -2.7659 0.4230 2.4651
H -0.2071 0.7593 2.4146
C -1.6765 3.4697 3.7369
H -1.2170 4.0174 4.5675
C -3.1999 3.4459 3.9462
C -3.8335 4.8267 3.7744
C -3.4085 5.8231 4.8470
H -3.9546 6.7568 4.7311
H -2.3462 6.0419 4.7787
H -3.6167 5.4266 5.8386
H -4.9202 4.7154 3.8089
H -3.5745 5.2209 2.7891
H -3.4264 3.0709 4.9466
H -3.6542 2.7648 3.2263
H -1.4535 4.0116 2.8148
H -1.3438 1.9336 5.6578
H -2.2293 0.7605 4.6717
H -0.1871 -0.4776 4.2074
H -1.2655 -0.7754 6.4932
H -0.5134 1.3313 7.6064
H 1.1674 0.8509 7.3777
H 0.1172 -0.0806 8.4466
```


DFT (wB97M-V/def2-TZVPD) results for 6 unconnected molecules or ions with the total composition C24H66N6O6.

Values from the calculation:
energy = -1733.81357 Ha
LUMO energy = 0.021 Eh
highest occupied orbital energy = -9.00 eV
orbital gap = 9.566 eV
SMILES = COC[C@H](C)N.COC[C@H](C)N.COC[C@H](C)N.COC[C@H](C)N.COC[C@H](C)N.COC[C@H](C)N
M = 534.83 g mol⁻¹

Geometry as XYZ:
```
102
C24H66N6O6, DFT wB97M-V/def2-TZVPD
C 0.5328 -1.9731 -0.2006
C 1.8557 -1.2693 0.1029
C 1.6506 -0.1032 1.0241
O 0.8149 0.8605 0.3734
C 0.3297 1.8435 1.2511
N 2.7859 -2.2543 0.7244
H 0.8003 -2.8806 -0.7489
H -0.1162 -1.2973 -0.7537
H -0.0328 -2.3288 0.6621
H 2.3039 -0.9196 -0.8328
H 2.5733 0.4489 1.2510
H 1.1603 -0.3039 1.9841
H -0.2133 2.6123 0.7045
H 1.1355 2.3300 1.8127
H -0.3666 1.3960 1.9670
H 3.7002 -1.8555 0.9325
H 2.9914 -2.7689 -0.1349
C 0.3216 0.8486 -3.0292
C -0.6449 1.5184 -4.0209
C -0.0549 1.8041 -5.3824
O -0.9695 2.7271 -5.9900
C -0.5726 3.3837 -7.1819
N -1.9531 0.8620 -3.9618
H -0.0143 1.0095 -2.0027
H 1.2257 1.4671 -2.9822
H 0.4882 -0.1999 -3.2614
H -0.8481 2.5075 -3.6073
H 0.1635 0.9973 -6.0891
H 0.8743 2.3779 -5.2601
H -0.6132 2.6574 -7.9967
H 0.3862 3.8907 -7.0598
H -1.3520 4.1192 -7.3752
H -2.5467 1.5299 -4.4504
H -2.0746 -0.0268 -4.4334
C -2.6702 5.3626 -3.9796
C -1.4544 5.6186 -3.1149
C -1.4766 4.8351 -1.8057
O -2.7208 5.1244 -1.1959
C -2.8892 4.4261 0.0245
N -0.2129 5.3220 -3.8466
H -2.7778 5.8170 -4.9646
H -3.6077 5.7084 -3.5242
H -2.8625 4.2834 -4.0288
H -1.4781 6.6659 -2.7948
H -0.6519 5.0633 -1.1302
H -1.4451 3.7792 -2.1061
H -3.9289 4.3341 0.3294
H -2.3583 4.9539 0.8259
H -2.4680 3.4264 -0.1102
H 0.1103 6.0115 -4.5145
H -0.4747 4.5552 -4.4693
C 1.2761 0.3338 5.1806
C 2.7783 0.0637 5.3166
C 3.6343 0.7837 4.2654
O 5.0157 0.5287 4.4571
C 5.7853 0.7426 3.3153
N 3.1759 0.5267 6.6590
H 0.9821 0.1316 4.1467
H 1.0438 1.4013 5.2778
H 0.6634 -0.1859 5.9104
H 2.8903 -1.0182 5.2069
H 3.5775 1.8571 4.5011
H 3.2360 0.6631 3.2555
H 6.8416 0.5483 3.5091
H 5.7924 1.7896 2.9798
H 5.4798 0.1022 2.4810
H 4.1436 0.8386 6.6339
H 2.6690 1.3934 6.8200
C 1.6524 -9.6540 2.1972
C 1.5076 -8.3811 3.0729
C 2.1054 -7.1661 2.3870
O 1.9091 -6.0288 3.2216
C 1.8403 -4.8670 2.4115
N 0.0787 -8.2338 3.4277
H 2.6920 -9.9833 2.1810
H 1.2261 -9.3942 1.2274
H 1.1087 -10.4866 2.6392
H 2.0100 -8.5675 4.0268
H 1.6201 -7.1234 1.4034
H 3.1854 -7.2534 2.2276
H 2.7366 -4.7244 1.8060
H 1.7711 -3.9591 3.0146
H 0.9232 -4.8476 1.8143
H 0.1176 -7.3295 3.9099
H -0.4489 -8.0330 2.5772
C -2.5390 0.1657 1.0761
C -3.6882 -0.4062 0.2617
C -4.7158 0.6064 -0.2492
O -4.1057 1.5891 -1.0571
C -4.6635 1.8240 -2.3216
N -3.2756 -1.3295 -0.7938
H -1.6923 0.4871 0.4652
H -2.1414 -0.5695 1.7771
H -2.8427 1.0560 1.6299
H -4.2292 -0.9687 1.0370
H -5.2287 1.0995 0.5882
H -5.5655 0.1102 -0.7333
H -5.6676 2.2624 -2.2838
H -4.6353 0.9695 -3.0006
H -4.0514 2.6154 -2.7582
H -3.9480 -1.2393 -1.5450
H -2.3851 -1.0371 -1.1827
```


DFT (wB97M-V/def2-TZVPD) results for C3H5N3 in the gas phase.

Values from the calculation:
energy = -281.45237 Ha
LUMO energy = -0.009 Eh
highest occupied orbital energy = -8.28 eV
orbital gap = 8.025 eV
M = 83.09 g mol⁻¹

Geometry as XYZ:
```
11
C3H5N3, DFT wB97M-V/def2-TZVPD
N -2.1127 -0.5466 0.1334
C -0.7641 -0.1683 0.0701
N 0.1781 -1.1194 0.2103
N 1.3407 -0.5429 0.1607
C 1.1820 0.9041 -0.0241
C -0.2759 1.1488 -0.0787
H -2.7092 0.1893 -0.2195
H -2.3092 -1.4136 -0.3502
H 2.1560 -1.1325 0.2618
H 1.6562 1.2278 -0.9617
H 1.6582 1.4532 0.7979
```


DFT (wB97M-V/def2-TZVPD) results for 9 unconnected molecules or ions with the total composition H18O9.

Values from the calculation:
energy = -687.96275 Ha
LUMO energy = 0.014 Eh
highest occupied orbital energy = -10.89 eV
orbital gap = 11.288 eV
SMILES = O.O.O.O.O.O.O.O.O
M = 162.13 g mol⁻¹

Geometry as XYZ:
```
27
H18O9, DFT wB97M-V/def2-TZVPD
H -1.1816 -2.1210 0.2941
H -1.1946 -1.8233 -1.3736
H -0.1363 0.7409 -2.6998
H -1.0870 1.9880 -3.2277
H -1.1610 1.9893 0.0511
H -0.1157 2.6532 -1.0941
H 0.7600 -0.9531 -1.2506
H 1.1322 -1.5404 -2.8408
H 2.1027 -0.1997 0.3317
H 1.5428 -1.5869 0.6309
H 2.3523 1.9377 1.5685
H 0.9712 1.8025 0.5276
H -0.7684 0.4504 2.3643
H 0.7717 0.3689 2.1393
H -2.0149 -0.1981 0.1990
H -3.0241 1.0086 0.4471
H 0.3908 -2.8427 2.1484
H 0.0444 -1.3825 1.9458
O -1.7513 -1.7537 -0.4725
O -0.2306 1.7044 -2.7580
O -0.3223 2.4676 -0.0929
O 0.3779 -1.0739 -2.2895
O 1.9691 -1.0575 -0.0979
O 1.7789 1.2934 1.0109
O 0.0126 -0.0723 2.6843
O -2.0550 0.7094 0.5835
O 0.2976 -2.2539 1.4118
```


DFT (wB97M-V/def2-TZVPD) results for C2H3NO3 in the gas phase.

Values from the calculation:
energy = -358.43477 Ha
LUMO energy = 0.006 Eh
highest occupied orbital energy = -10.64 eV
orbital gap = 10.807 eV
SMILES = O=C(O)/C=N\O
M = 89.05 g mol⁻¹

Geometry as XYZ:
```
9
C2H3NO3, DFT wB97M-V/def2-TZVPD
C 0.1191 -0.9305 -0.0361
C 1.2310 0.0864 -0.0217
H -2.4521 0.5389 0.1431
H 0.4308 -1.9665 0.0813
H 0.0029 1.4594 0.0853
N -1.1298 -0.7667 -0.0191
O -1.5143 0.5742 -0.1321
O 0.9561 1.3613 -0.0083
O 2.3564 -0.3564 -0.0924
```


What did we get for energy relative to the best compared isomer or geometry (same formula, charge and spin)? Answer: 215.0; 24.7; 216.7; 361.5; 165.5; 249.2 kJ/mol, in the order shown.